No. 1
The following is a DFT calculation (the ωB97M-V functional and the def2-TZVPD basis) of 2 unconnected molecules or ions with the total composition C3H7O3.

Properties
E_tot, eV: -9368.4710
F_max, eV/A: 0.71
Net charge: -1
ΔE to the lowest compared entry with this formula, charge and spin, eV: 0.6873
Orbital gap, eV: 8.657
Molecular weight, g mol⁻¹: 91.09

```
13
C3H7O3, DFT the ωB97M-V functional and the def2-TZVPD basis
O -2.5862 1.2956 1.2218
C -1.6985 0.7421 0.5703
O -0.4395 0.8143 0.6883
H -2.0276 0.1146 -0.3047
H 0.3748 0.4402 -0.5883
C 1.3591 -1.1866 -1.1135
O 0.8474 0.0760 -1.4189
C 2.0499 -1.2632 0.2455
H 0.5268 -1.8993 -1.2455
H 2.1120 -1.5474 -1.8320
H 2.5400 -2.2403 0.3211
H 2.8843 -0.5572 0.2440
H 1.3694 -1.0536 1.0623
```

No. 2
The following is a DFT calculation (the ωB97M-V functional and the def2-TZVPD basis) of 2 unconnected molecules or ions with the total composition C3H7O3 at a distorted geometry.

Properties
E_tot, eV: -9368.3187
F_max, eV/A: 1.49
Net charge: -1
ΔE to the lowest compared entry with this formula, charge and spin, eV: 0.8396
Orbital gap, eV: 8.473
Molecular weight, g mol⁻¹: 91.09

```
13
C3H7O3, DFT the ωB97M-V functional and the def2-TZVPD basis
C 1.4318 1.7581 0.1972
C 0.7030 0.7751 -0.7736
O -0.3825 1.1848 -1.2509
O 1.2635 -0.3269 -0.9672
H 1.9520 1.1577 0.9326
H 0.6421 2.3194 0.7129
H 2.0164 2.4529 -0.3983
C -1.1073 -1.8950 0.2849
O -2.1755 -0.9449 0.4333
H -1.8302 -0.1113 0.0860
H -0.8024 -1.8939 -0.7574
H -1.4888 -2.8474 0.6360
H -0.2219 -1.6287 0.8646
```

No. 3
The following is a DFT calculation (the ωB97M-V functional and the def2-TZVPD basis) of 2 unconnected molecules or ions with the total composition C3H7O3 at a distorted geometry.

Properties
E_tot, eV: -9368.5488
F_max, eV/A: 1.03
Net charge: -1
ΔE to the lowest compared entry with this formula, charge and spin, eV: 0.6095
Orbital gap, eV: 8.505
Molecular weight, g mol⁻¹: 91.09

```
13
C3H7O3, DFT the ωB97M-V functional and the def2-TZVPD basis
C -2.1501 0.4867 -1.6603
O -1.6754 1.2334 -0.5473
H -0.9989 0.6578 -0.1153
H -1.3221 -0.0025 -2.1774
H -2.8409 -0.2804 -1.3074
H -2.5961 1.1963 -2.3518
C 1.5824 0.7161 1.1048
C 1.1230 -0.6951 0.6898
O 0.1297 -0.7314 -0.0958
O 1.7621 -1.6560 1.1470
H 0.7297 1.3478 1.3824
H 1.9856 1.2076 0.2117
H 2.3591 0.7161 1.8632
```

No. 4
The following is a DFT calculation (the ωB97M-V functional and the def2-TZVPD basis) of 2 unconnected molecules or ions with the total composition C3H7O3 at a distorted geometry.

Properties
E_tot, eV: -9368.1500
F_max, eV/A: 2.36
Net charge: -1
ΔE to the lowest compared entry with this formula, charge and spin, eV: 1.0083
Orbital gap, eV: 8.312
Molecular weight, g mol⁻¹: 91.09

```
13
C3H7O3, DFT the ωB97M-V functional and the def2-TZVPD basis
C 0.0740 -1.8926 1.0938
C 0.7367 -1.2753 -0.2270
O 0.5381 -0.0337 -0.2808
O 1.4216 -2.0199 -0.9242
H 0.7904 -1.9282 1.8985
H -0.3980 -2.8743 0.9274
H -0.8131 -1.2897 1.3194
C -1.0457 2.9732 0.0407
O -1.3705 1.6079 0.0488
H -0.5702 1.0717 0.2514
H -1.3986 3.3930 -0.9093
H -1.4712 3.4290 0.9614
H 0.0229 3.2045 0.1182
```

No. 5
The following is a DFT calculation (the ωB97M-V functional and the def2-TZVPD basis) of a molecular structure, C3H7O4P at a distorted geometry.

Properties
E_tot, eV: -20701.1923
F_max, eV/A: 3.56
Net charge: 0
ΔE to the lowest compared entry with this formula, charge and spin, eV: 2.2848
Orbital gap, eV: 9.192
Molecular weight, g mol⁻¹: 138.06

```
15
C3H7O4P, DFT the ωB97M-V functional and the def2-TZVPD basis
C -1.2230 -0.0700 -0.4208
C 1.4964 0.2980 -0.2938
C 0.1789 0.0392 0.3881
O 0.4707 -1.9159 2.1690
O -1.8787 -1.1733 0.2702
O 2.2858 -0.8363 0.0381
O 0.0087 0.7780 1.5332
P 0.2565 -1.8595 0.7453
H -1.8997 0.8437 -0.3046
H -0.9800 -0.3036 -1.4583
H 1.4329 0.4197 -1.3914
H 2.1945 1.2500 -0.0757
H -2.0329 -0.7277 1.1166
H 2.5139 -0.8159 0.9723
H -0.3941 0.1292 2.0873
```

No. 6
The following is a DFT calculation (the ωB97M-V functional and the def2-TZVPD basis) of a single C3H7OP molecule at a distorted geometry.

Properties
SMILES string: CCCP=O
E_tot, eV: -14559.8048
F_max, eV/A: 2.19
Net charge: 0
ΔE to the lowest compared entry with this formula, charge and spin, eV: 0.4146
Orbital gap, eV: 8.832
Molecular weight, g mol⁻¹: 90.06

```
12
C3H7OP, DFT the ωB97M-V functional and the def2-TZVPD basis
C -0.3088 0.8903 0.3537
C 0.5164 -0.1699 -0.4259
C -0.0912 -1.5453 -0.2173
P 0.5382 -3.1528 -0.9386
O 1.8714 -2.8444 -1.4169
H -0.5332 0.5938 1.3974
H 0.4392 1.6358 0.3726
H -1.3005 1.0850 -0.1317
H 1.5167 -0.2386 -0.0285
H 0.3844 0.0069 -1.5369
H 0.0805 -1.8478 0.8716
H -1.1147 -1.3759 -0.3782
```

No. 7
The following is a DFT calculation (the ωB97M-V functional and the def2-TZVPD basis) of a single C3H7OPS molecule at a distorted geometry.

Properties
SMILES string: C[C@@H](P)SC=O
E_tot, eV: -25393.7922
F_max, eV/A: 3.51
Net charge: 0
ΔE to the lowest compared entry with this formula, charge and spin, eV: 2.3761
Orbital gap, eV: 9.853
Molecular weight, g mol⁻¹: 122.13

```
13
C3H7OPS, DFT the ωB97M-V functional and the def2-TZVPD basis
C -0.9724 -1.2155 0.5034
C -0.5185 0.0537 -0.1322
P -1.7422 1.5131 -0.3080
S 1.3378 0.6592 0.6569
C 2.4381 -0.1042 -0.4231
O 3.6672 -0.0200 -0.3422
H -0.5392 -1.9480 -0.1149
H -0.5813 -1.4387 1.4303
H -1.9644 -1.4143 0.6451
H -0.2428 -0.0885 -1.1567
H -2.0305 1.9224 1.1574
H -0.8607 2.6810 -0.6266
H 2.0089 -0.6002 -1.2893
```

No. 8
The following is a DFT calculation (the ωB97M-V functional and the def2-TZVPD basis) of 2 unconnected molecules or ions with the total composition C3H7OPS2 at a distorted geometry.

Properties
SMILES string: C=C(C)P(=O)=S.S
E_tot, eV: -36230.7584
F_max, eV/A: 4.73
Net charge: 0
ΔE to the lowest compared entry with this formula, charge and spin, eV: 1.7046
Orbital gap, eV: 8.741
Molecular weight, g mol⁻¹: 154.20

```
14
C3H7OPS2, DFT the ωB97M-V functional and the def2-TZVPD basis
C 1.4640 2.6472 -0.5016
C 0.8239 1.5698 -0.0216
C 0.7529 1.1928 1.4581
P 0.1037 0.2283 -1.0675
O -0.7549 -0.7258 -0.4311
S 0.7848 0.1711 -2.8980
H 1.6488 2.8995 -1.5229
H 1.7286 3.4164 0.2632
H 1.2571 1.9591 1.9324
H -0.3404 1.2188 1.6603
H 1.1582 0.1285 1.6349
S -2.4544 -4.6645 -0.5131
H -3.2499 -4.1529 0.3298
H -2.9224 -5.8883 -0.3229
```

No. 9
The following is a DFT calculation (the ωB97M-V functional and the def2-TZVPD basis) of a single C3H7OPS2 molecule at a distorted geometry.

Properties
E_tot, eV: -36230.0848
F_max, eV/A: 2.34
Net charge: 0
ΔE to the lowest compared entry with this formula, charge and spin, eV: 2.3782
Orbital gap (alpha / beta), eV: 7.410 / 7.410
Molecular weight, g mol⁻¹: 154.20

```
14
C3H7OPS2, DFT the ωB97M-V functional and the def2-TZVPD basis
C 1.6213 -0.0131 1.5987
C 1.3373 1.4700 1.4371
C -2.2507 -0.9533 -2.1436
O -1.6776 -0.8915 -0.8418
P -0.0531 -0.8219 -0.6998
S 0.2138 -1.0881 1.3312
S 0.8493 1.8927 -0.2712
H 2.3082 -0.2469 0.7336
H 1.9942 -0.4146 2.6380
H 0.7084 1.9164 2.1410
H 2.2948 1.9712 1.7405
H -2.0484 -1.9229 -2.6776
H -1.9404 -0.1247 -2.8171
H -3.3570 -0.7730 -2.1689
```

Question: Which value of F_max does entry 4 give?
Answer: 2.36 eV/A

Question: Which of these has the lowest E_tot?
Answer: number 8

Question: What is the net charge in the fourth record?
Answer: -1

Question: Among the records above, which one has the highest ΔE to the lowest compared entry with this formula, charge and spin?
Answer: number 9